(1)
Computed, not measured: a molecular structure, C3H4N2OS, with the ωB97M-V functional and the def2-TZVPD basis.

The geometry in XYZ format:
```
11
Properties=species:S:1:pos:R:3
S 2.40243 0.43496 -0.39124
O 1.33429 -1.98839 -0.63195
N -0.35071 0.03263 -0.22687
N -0.07723 1.20807 0.16193
C 1.34488 -0.80162 -0.50271
C -1.54483 -0.60708 0.08221
C 1.06741 1.63442 0.29191
H -1.78392 -1.37160 -0.64341
H -2.37442 0.00105 0.21779
H 1.33986 2.55415 0.59561
H -1.35776 -1.09658 1.04672
```

## Properties
calculated total energy	-19035.8962	eV
gap between HOMO and LUMO	9.14	eV
energy above the lowest of the compared OMol25 structures with the same formula, charge and spin	3.152	eV
net charge	0

=====

(2)
Computed, not measured: 2 unconnected molecules or ions with the total composition C4H8O2, with the ωB97M-V functional and the def2-TZVPD basis.

The geometry in XYZ format:
```
14
Properties=species:S:1:pos:R:3
O 0.87125 0.05258 1.25063
O -1.22349 -0.59270 0.68001
C 0.87847 -0.04300 -1.78307
C 0.42289 1.09484 0.60786
C -0.19219 -0.91812 1.53347
C -1.04310 0.79371 0.39141
H -1.57024 1.43732 1.11273
H 1.83600 -0.53456 -1.95861
H 0.17387 -1.92883 1.34103
H 0.17670 -0.75829 -1.33791
H 0.45745 0.35701 -2.70663
H 1.07226 0.80632 -1.11101
H -1.42229 0.99824 -0.61317
H -0.43757 -0.76450 2.59326
```

## Properties
calculated total energy	-8369.2864	eV
gap between HOMO and LUMO	9.88	eV
energy above the lowest of the compared OMol25 structures with the same formula, charge and spin	3.995	eV
net charge	0

=====

(3)
Computed, not measured: 3 unconnected molecules or ions with the total composition C7H16O2, with the ωB97M-V functional and the def2-TZVPD basis.

The geometry in XYZ format:
```
25
Properties=species:S:1:pos:R:3
O 1.64485 -1.24154 -0.55217
O 2.70569 0.37669 1.76866
C -1.14053 0.09071 -1.50635
C -1.08418 -0.18034 -0.01739
C 1.33727 -0.03006 -0.07923
C 0.75465 0.05440 1.16614
C -1.91823 0.81094 0.76273
C 1.73226 1.16251 -0.87899
C -1.38771 -1.62655 0.29509
H 0.51648 1.01638 1.57706
H 3.06865 -0.47620 2.04140
H 2.07467 -1.16872 -1.41322
H 1.55773 1.00721 -1.94696
H -0.49282 -0.57954 -2.07740
H -2.96929 0.75559 0.44284
H 0.58626 -0.82947 1.75487
H -2.16480 -0.08001 -1.86929
H -2.35604 -1.91426 -0.13861
H 2.79267 1.33389 -0.69292
H -0.88519 1.12211 -1.75588
H -0.63182 -2.29171 -0.12913
H -1.44558 -1.81365 1.36919
H -1.58825 1.84000 0.59594
H 1.18740 2.04534 -0.55301
H -1.89412 0.61626 1.83664
```

## Properties
calculated total energy	-11609.3327	eV
gap between HOMO and LUMO	7.32	eV
energy above the lowest of the compared OMol25 structures with the same formula, charge and spin	4.918	eV
net charge	0

=====

(4)
Computed, not measured: a molecular structure, C7H15N2O18S5, with the ωB97M-V functional and the def2-TZVPD basis.

The geometry in XYZ format:
```
47
Properties=species:S:1:pos:R:3
S -2.10810 3.31527 1.21433
S 1.85642 2.29629 -3.02804
S 2.04020 -1.74217 2.02608
S -3.22260 -3.15057 -1.83256
S 0.94606 4.72112 -1.71575
O 1.69007 6.09778 -1.50770
O 3.01397 1.22809 -2.92806
O -3.26946 3.85681 0.54773
O -4.29591 -3.63246 -2.67053
O -2.27852 3.54135 2.81987
O -3.03107 -1.75072 -1.52455
O 0.60130 0.02693 -2.23134
O 2.68631 -0.90738 0.78266
O -1.81499 -3.74285 -2.40550
O 1.92923 2.85196 -4.47777
O 3.42009 -1.97878 2.86144
O 0.02135 4.58335 -0.44383
O -0.29316 -0.11380 -0.35579
O 1.20144 -0.84231 2.78627
O 1.57874 -3.01762 1.52939
O -0.75406 3.66909 0.85028
O -3.24606 -3.98123 -0.42994
O -2.22603 1.68846 1.21622
N 2.17615 3.48120 -1.78571
N -0.52466 -0.34853 -1.55363
C 0.25195 1.34822 -2.82794
C 4.53302 -1.57457 2.06571
C 3.99904 -0.48287 1.14226
C -1.11837 -4.39027 -1.34327
C -2.65929 2.31203 3.43549
C -2.07218 1.21450 2.55206
C -2.20842 -4.96021 -0.43956
H -1.00164 1.08521 2.74329
H 3.91212 0.47247 1.67056
H -0.52611 -3.63392 -0.81745
H -2.61854 -5.88718 -0.85318
H 5.34638 -1.21565 2.70203
H 4.87542 -2.44254 1.49305
H -1.84823 -5.14406 0.57619
H 0.15823 4.80408 -2.89569
H 4.61876 -0.35023 0.25225
H -0.45377 -5.16471 -1.73354
H -2.27966 2.26484 4.45966
H -2.58231 0.25718 2.68272
H -0.49496 1.93958 -2.14162
H -3.75287 2.26304 3.45054
H -0.17526 1.13576 -3.91709
```

## Properties
calculated total energy	-101501.8257	eV
gap between HOMO and LUMO	7.28	eV
net charge	-1

=====

(5)
Computed, not measured: a molecular structure, C43H37GeN10O4PSeTl, with the ωB97M-V functional and the def2-TZVPD basis.

The geometry in XYZ format:
```
98
Properties=species:S:1:pos:R:3
Tl -1.10032 0.42264 -0.31618
Se 0.70055 -0.92103 5.74967
Ge -0.96528 -3.63972 -2.47244
P 2.59162 -1.96206 1.16717
O -3.07171 1.78174 1.18445
O -4.37677 3.62341 1.32931
O 0.06660 1.60945 -2.40861
O 1.16670 3.49641 -2.96983
N 1.16689 -3.50894 2.98252
N 3.65381 -2.29326 -1.31496
N 3.27526 0.66637 1.75665
N 1.44744 -2.49655 -1.46628
N 1.00066 -0.16680 4.18149
N 1.69665 0.57392 0.21410
N -0.10642 -1.95967 2.05810
N -0.10091 1.40951 2.82853
N -1.57486 3.05064 -0.75717
N -0.82850 -0.08178 6.06011
C -2.13762 1.57465 4.84684
C -1.02470 0.68785 5.01466
C -0.81859 -2.60003 3.02665
C -1.25366 -0.72999 -5.50594
C -1.69298 -1.44976 -6.60926
C -2.36157 5.12630 0.09723
C 1.78852 -6.61726 -3.81770
C 1.08903 -7.20841 -1.59659
C 1.90267 -7.43510 -2.70441
C 0.18030 -6.15999 -1.60666
C 2.08974 1.87082 0.37540
C -0.64351 3.68897 -1.47044
C 1.08153 -2.52214 2.02647
C -1.11754 2.20647 2.74993
C -5.15631 -4.71418 -0.52542
C -3.39369 -5.19199 -2.09074
C -0.50430 5.06986 -1.41370
C -1.01631 -1.37671 -4.29867
C 0.87139 -5.56823 -3.82207
C -2.41976 3.73864 0.01760
C 2.48136 -2.41457 -0.56942
C -3.21658 -3.29492 -0.62952
C -1.21828 -2.75372 -4.18951
C 3.34159 -2.29397 -2.62744
C 0.05506 -5.32074 -2.71902
C -4.45042 -3.60825 -0.07226
C -1.65613 -3.47028 -5.30557
C 4.98165 -2.13764 -0.76640
C -4.62683 -5.50858 -1.53564
C -2.17232 2.31944 3.72682
C -2.67442 -4.08041 -1.64672
C 0.11203 -2.68173 -1.21666
C 0.28369 2.85095 -2.38149
C 1.99753 -2.41945 -2.74396
C 4.18867 0.26549 2.81003
C 3.06356 1.94871 1.32683
C -3.41834 2.95790 0.89982
C -0.04408 -3.56513 3.61286
C -0.01456 0.64276 3.96110
C 2.30966 -4.36591 3.25806
C 2.42019 -0.14351 1.05363
C -1.89173 -2.82283 -6.51180
C -1.37955 5.79361 -0.61855
H -1.29351 6.87330 -0.55746
H 1.65572 2.66753 -0.21109
H 3.61180 2.78182 1.73589
H 3.09185 -3.81897 3.78468
H 2.72087 -4.75498 2.32992
H -2.90721 1.62969 5.60594
H -5.17671 -6.37132 -1.89308
H 5.10813 -1.15605 -0.30192
H 1.98341 -5.19787 3.87729
H 4.72582 1.14383 3.15775
H 5.17712 -2.90401 -0.01727
H -6.11999 -4.95779 -0.09411
H -1.84107 -2.32539 3.24337
H -1.16509 2.81864 1.85664
H 5.70208 -2.23633 -1.57498
H 2.62183 -8.24572 -2.69406
H 1.16808 -7.85037 -0.72652
H -0.44191 -5.97942 -0.73345
H -2.99449 2.99449 3.52612
H -1.09319 0.33957 -5.57451
H 0.79117 -4.93504 -4.70118
H -4.86090 -2.97945 0.70892
H 4.90613 -0.46775 2.44309
H -1.88265 -0.94260 -7.54806
H 2.41403 -6.79465 -4.68574
H -2.67882 -2.42528 -0.26875
H -2.97974 -5.82084 -2.87368
H -3.07841 5.63692 0.72512
H 4.09251 -2.20391 -3.39393
H -2.23196 -3.38682 -7.37265
H -1.81164 -4.54327 -5.23184
H -0.66022 -0.79530 -3.45118
H 3.63558 -0.16427 3.64451
H 0.27860 5.53351 -1.99698
H 1.37990 -2.40429 -3.62427
H -0.11670 -2.83184 -0.17625
H -0.25002 -4.28817 4.38519
```

## Properties
calculated total energy	-204127.8817	eV
gap between HOMO and LUMO	5.55	eV
energy above the lowest of the compared OMol25 structures with the same formula, charge and spin	0.000	eV
net charge	-1